No. 1
The molecule C8H8O3 in a non-equilibrium geometry, computed with ωB97M-V/def2-TZVPD.

Cartesian coordinates (Å):
C: 1.33029 2.01104 -0.04853
C: 0.67397 0.61411 -0.10020
C: 1.57217 -0.62180 -0.05636
O: 2.92794 -0.42392 0.06100
C: 1.05551 -1.93603 0.06589
C: -0.30205 -2.18745 -0.03601
C: -1.15020 -1.11369 -0.10420
C: -0.63210 0.19470 -0.07927
O: -1.64734 1.12609 0.05268
C: -2.88954 0.41688 0.03670
O: -2.47511 -0.94399 -0.02500
H: 0.98317 2.55034 0.87926
H: 1.02545 2.61741 -0.93564
H: 2.39660 1.88560 0.04960
H: 3.09572 0.50488 -0.12307
H: 1.76651 -2.71523 0.25982
H: -0.62153 -3.29524 -0.21754
H: -3.41066 0.66993 1.05100
H: -3.69882 0.64639 -0.73011

Output
Energy above the lowest of the compared OMol25 structures with the same formula, charge and spin = 249.3 kJ/mol
Frontier orbital gap = 8.308 eV
Highest occupied orbital energy = -7.546 eV
LUMO level = 0.76 eV
SMILES string = Cc1c(O)ccc2c1OCO2
Calculated total energy = -535.29669 Eh

---

No. 2
A cluster of 2 separate species, CH3O3 in total in a non-equilibrium geometry, computed with ωB97M-V/def2-TZVPD.

Cartesian coordinates (Å):
C: -1.27311 -0.17477 -0.00002
O: 2.78295 0.13726 -0.02984
O: 0.70887 0.64144 0.19863
O: 1.63477 -0.20410 -0.05691
H: -1.55909 0.79126 -0.56877
H: -1.58144 -0.35537 0.99210
H: -0.71295 -0.83572 -0.53518

Output
Energy above the lowest of the compared OMol25 structures with the same formula, charge and spin = 588.8 kJ/mol
Net charge = +1
Frontier orbital gap (alpha / beta) = 9.851 / 9.843 eV
Highest occupied orbital energy (alpha / beta) = -18.105 / -18.108 eV
LUMO level (alpha / beta) = -8.25 / -8.27 eV
Calculated total energy = -264.95326 Eh

---

No. 3
A cluster of 2 separate species, C2H3ClS2 in total in a non-equilibrium geometry, computed with ωB97M-V/def2-TZVPD.

Cartesian coordinates (Å):
S: 0.61208 2.63195 -0.22203
C: 1.01004 1.26817 0.37091
C: 1.23095 0.05069 0.63358
Cl: 2.25719 -0.76199 -0.58042
H: 0.53859 -0.63545 1.16343
S: -2.27942 -0.68083 -0.02144
H: -1.74534 -0.01261 -1.10697
H: -1.62410 -1.85993 -0.23705

Output
Energy above the lowest of the compared OMol25 structures with the same formula, charge and spin = 168.4 kJ/mol
Frontier orbital gap = 7.865 eV
Highest occupied orbital energy = -8.807 eV
LUMO level = -0.94 eV
SMILES string = S=C=CCl.S
Calculated total energy = -1334.49259 Eh

---

No. 4
A cluster of 17 separate species, CH35O17 in total in a non-equilibrium geometry, computed with ωB97M-V/def2-TZVPD.

Cartesian coordinates (Å):
C: -0.24132 0.06694 0.38834
O: 0.61868 -0.39106 -0.56566
H: -0.60032 1.07094 0.14934
H: 0.27168 0.18894 1.35534
H: -1.04432 -0.67806 0.44134
O: -1.30432 -1.46306 2.86634
H: -0.97332 -1.39406 2.01834
H: -1.10332 -0.61806 3.24634
O: -0.42532 2.51394 2.19234
H: -0.53032 2.87394 3.11134
H: -1.25532 2.21194 1.77434
O: 1.52168 -3.75706 -1.79266
H: 1.33968 -4.25206 -2.59166
H: 1.54768 -2.81106 -1.94666
O: 0.31068 3.88294 0.04434
H: 1.27668 3.64894 0.04034
H: 0.03668 3.40594 0.82234
O: -2.78232 2.69094 -1.90866
H: -1.83532 2.56894 -2.06966
H: -2.92732 1.77294 -1.70066
O: 2.20068 2.74594 2.72134
H: 1.37168 2.42394 2.46534
H: 2.03668 3.65794 2.95334
O: -2.95532 0.06394 -1.02866
H: -2.04732 -0.16506 -0.80566
H: -3.12232 -0.54506 -1.76066
O: -0.84432 -1.42006 -2.49866
H: -0.34832 -1.11606 -1.72066
H: -0.03532 -1.41006 -2.99366
O: 1.27268 -2.47006 0.93434
H: 1.09468 -1.67506 0.42934
H: 2.15568 -2.65006 0.65034
O: 2.78168 -1.33106 -1.71766
H: 3.21468 -1.58206 -0.88566
H: 2.03768 -0.71806 -1.50866
O: 1.85068 -0.70706 3.40334
H: 1.28468 0.00094 3.76434
H: 1.24868 -1.44406 3.47634
O: 1.53668 0.83394 -3.54866
H: 1.34768 1.25094 -4.33566
H: 0.82168 1.20994 -3.02566
O: 2.97368 0.34394 0.94034
H: 2.18068 0.15494 0.45034
H: 2.62568 0.18394 1.81934
O: -4.52632 -0.87906 0.99634
H: -4.07632 -1.47606 1.56434
H: -3.80632 -0.44606 0.53934
O: -1.61432 -3.40306 -0.66466
H: -1.00032 -4.11906 -0.65066
H: -1.46932 -2.85406 -1.41466
O: -0.07832 2.00994 -1.86866
H: 0.12668 2.72894 -1.27066
H: -0.13932 1.26894 -1.28366

Output
Energy above the lowest of the compared OMol25 structures with the same formula, charge and spin = 115.3 kJ/mol
Net charge = -1
Frontier orbital gap = 8.336 eV
Highest occupied orbital energy = -6.679 eV
LUMO level = 1.66 eV
Calculated total energy = -1338.19773 Eh

---

No. 5
A structure of composition C18H12Cl3F6GeMnN5Sb, computed with ωB97M-V/def2-TZVPD.

Cartesian coordinates (Å):
Mn: -0.01018 -0.95616 0.13864
C: 3.66436 0.00764 -1.65731
C: 4.54391 0.25900 -0.60353
C: 4.08713 0.17432 0.68938
C: 2.74971 -0.14511 0.93994
N: 1.91422 -0.40706 -0.08552
C: 2.37285 -0.33227 -1.35882
N: 2.36014 -0.15995 2.26283
C: 1.13884 -0.15044 2.62882
N: -0.00972 -0.20764 1.82878
C: -1.14911 -0.10295 2.63100
N: -2.37217 -0.08176 2.26637
C: -2.75534 -0.10841 0.94334
C: -4.09177 0.20436 0.67528
C: -4.54402 0.24363 -0.61999
C: -3.66095 -0.04492 -1.66242
C: -2.37272 -0.37848 -1.34884
N: -1.91780 -0.40929 -0.07061
C: -0.69501 -0.01218 4.02577
C: -1.41901 0.10052 5.19715
C: -0.69278 0.16901 6.37973
C: 0.70227 0.13346 6.37848
C: 1.42190 0.02824 5.19459
C: 0.69110 -0.04833 4.02460
H: 3.98221 0.05412 -2.68811
H: 5.57671 0.51300 -0.80004
H: 4.72389 0.35651 1.54187
H: 1.66712 -0.57977 -2.14014
H: -4.73053 0.41761 1.51905
H: -5.57600 0.49100 -0.82892
H: -3.97573 -0.03355 -2.69512
H: -1.66622 -0.65701 -2.11868
H: -2.49954 0.13085 5.18718
H: -1.21623 0.25136 7.32257
H: 1.23115 0.18897 7.32027
H: 2.50257 0.00342 5.18234
Cl: 0.32954 3.92180 -2.00609
Ge: -0.00043 2.73768 -0.26721
Cl: 1.54714 3.09148 1.16824
Cl: -1.89130 3.20360 0.61834
F: 0.01613 -2.06830 -1.44987
Sb: 0.00141 -3.99539 -0.63942
F: 1.68445 -4.14794 -1.40452
F: -0.87519 -4.58539 -2.15929
F: 0.01651 -5.54811 0.35268
F: -1.59975 -3.30363 0.08471
F: 0.79514 -2.90182 0.76261

Output
Energy above the lowest of the compared OMol25 structures with the same formula, charge and spin = 0.0 kJ/mol
Net charge = +1
Frontier orbital gap (alpha / beta) = 6.884 / 6.326 eV
Highest occupied orbital energy (alpha / beta) = -12.009 / -12.047 eV
LUMO level (alpha / beta) = -5.13 / -5.72 eV
Multiplicity = 6
Calculated total energy = -6414.94720 Eh

---

No. 6
A structure of composition C12H10BrIN3O3OsSSe in a non-equilibrium geometry, computed with ωB97M-V/def2-TZVPD.

Cartesian coordinates (Å):
Os: 1.26945 -1.08675 0.60277
N: 3.24436 -0.88526 -0.18445
C: 3.42257 0.48538 -0.72346
C: 2.70200 1.44923 0.18531
O: 3.17271 2.52165 0.51080
N: 1.51033 0.92283 0.54456
C: 0.77860 1.59781 1.60565
C: 0.97226 0.76485 2.87626
O: 0.88271 1.24839 3.97811
O: 1.20620 -0.51250 2.62290
H: 3.87040 -1.04584 0.60132
H: 3.45179 -1.56718 -0.90898
H: 2.95732 0.52022 -1.70824
H: 4.46663 0.77634 -0.81569
H: -0.29142 1.60899 1.38378
H: 1.13921 2.60365 1.79681
S: 1.00469 -1.74653 -2.67180
C: 0.90759 -1.41875 -1.17673
Br: -2.66480 -2.28698 -1.90755
C: -3.15464 -0.61212 -1.19482
C: -3.95867 0.21806 -1.96374
C: -4.31876 1.46955 -1.49110
C: -3.89249 1.89484 -0.24225
C: -3.10891 1.06204 0.53966
C: -2.74015 -0.19136 0.06494
I: -1.61451 -1.39627 1.33021
H: -4.30218 -0.12806 -2.92848
H: -4.94946 2.10537 -2.09808
H: -4.17203 2.87030 0.13211
H: -2.79598 1.37416 1.52743
Se: 1.76599 -3.37326 1.29263
C: 1.65061 -4.31847 -0.30035
N: 1.58860 -4.92434 -1.27953

Output
Energy above the lowest of the compared OMol25 structures with the same formula, charge and spin = 72.1 kJ/mol
Frontier orbital gap (alpha / beta) = 7.749 / 5.889 eV
Highest occupied orbital energy (alpha / beta) = -8.709 / -8.573 eV
LUMO level (alpha / beta) = -0.96 / -2.68 eV
Multiplicity = 2
Calculated total energy = -6615.26594 Eh